[1]
ORCA calculation (ωB97M-V/def2-TZVPD) on C12H12F5N4O5STl as an isolated structure.

Geometry (Å):
Tl: 0.7396 -0.6110 0.1130
N: 1.0316 -4.1872 3.4593
C: 0.9800 -2.8535 2.8489
C: 2.3787 -2.2709 2.5852
O: 3.3161 -2.7109 3.2911
N: 2.4451 -1.3234 1.6681
C: 3.7423 -0.7074 1.4943
C: 3.8428 0.2612 0.3085
O: 4.9527 0.7372 0.0532
O: 2.7656 0.5273 -0.3409
H: 1.8978 -4.1813 3.9984
H: 1.2114 -4.8571 2.7179
H: 0.3882 -2.8859 1.9335
H: 0.4626 -2.1665 3.5254
H: 4.0351 -0.1333 2.3832
H: 4.5313 -1.4557 1.3682
C: -1.5611 0.1322 -3.1970
O: -0.9875 1.2227 -2.4945
C: 0.3008 1.5105 -2.8368
O: 0.8451 1.0528 -3.8269
N: 0.8114 2.4047 -1.9799
N: 2.1657 2.7999 -2.0492
H: -2.5658 0.0213 -2.7934
H: -0.9898 -0.7802 -3.0194
H: -1.5985 0.3322 -4.2687
H: 0.3432 2.5677 -1.0937
H: 2.7002 2.0647 -1.5673
H: 2.4129 2.7531 -3.0315
F: -5.8220 0.2617 -0.9971
C: -4.6359 0.6491 -0.4811
C: -3.9897 -0.1247 0.4613
F: -4.5612 -1.2711 0.8774
C: -2.7737 0.2820 0.9821
F: -2.2237 -0.5134 1.9110
C: -2.1329 1.4666 0.6030
S: -0.6014 1.9690 1.2437
C: -2.8296 2.2174 -0.3545
F: -2.3234 3.3750 -0.7988
C: -4.0427 1.8310 -0.8865
F: -4.6614 2.5941 -1.8097

Properties
HOMO level = -1.9 eV
ΔE to the lowest compared entry with this formula, charge and spin = 0.0 kJ/mol
Total charge = -2
Frontier orbital gap = 6.47 eV


[2]
ORCA calculation (ωB97M-V/def2-TZVPD) on C14H25CuN7O2P as an isolated structure.

Geometry (Å):
Cu: 1.1050 -0.8485 0.3810
O: 0.2374 0.3652 1.8164
N: 0.5361 1.6003 1.7280
N: 1.2895 1.9263 0.7512
O: 1.7747 1.0990 -0.1411
C: 1.6439 3.3095 0.6405
C: 1.0712 4.2773 1.4632
C: 1.4432 5.6014 1.3120
C: 2.3767 5.9703 0.3521
C: 2.9425 5.0003 -0.4595
C: 2.5788 3.6699 -0.3199
H: 0.3480 3.9833 2.2077
H: 0.9991 6.3541 1.9504
H: 2.6539 7.0100 0.2344
H: 3.6747 5.2757 -1.2074
H: 3.0023 2.8975 -0.9436
N: 2.3730 -1.9541 -1.0271
C: 3.5261 -2.4437 -0.2732
C: 3.0461 -3.0677 1.0371
N: 2.3276 -2.0572 1.8068
H: 1.8379 -2.7106 -1.4331
H: 2.6322 -1.2992 -1.7537
H: 4.1582 -1.5844 -0.0383
H: 4.1313 -3.1710 -0.8238
H: 3.9027 -3.4949 1.5691
H: 2.3481 -3.8768 0.8102
H: 2.9506 -1.3429 2.1640
H: 1.7882 -2.4350 2.5719
C: -3.6350 -0.8614 -2.0596
N: -2.8949 0.0984 -1.2511
C: -3.4281 0.0852 0.1108
N: -3.4439 -1.2421 0.7189
C: -4.1672 -2.1568 -0.1527
N: -3.6335 -2.2168 -1.5124
C: -2.3003 -2.8082 -1.5400
P: -1.0125 -1.8581 -0.5310
C: -1.4643 -0.1875 -1.2631
C: -2.0928 -1.7159 0.9977
H: -3.2102 -0.8829 -3.0657
H: -4.6734 -0.5263 -2.1239
H: -4.4545 0.4601 0.0778
H: -2.8257 0.7506 0.7317
H: -5.2062 -1.8229 -0.2141
H: -4.1442 -3.1576 0.2840
H: -1.9609 -2.8661 -2.5781
H: -2.3582 -3.8299 -1.1548
H: -1.1048 -0.1600 -2.2962
H: -0.9308 0.5881 -0.7111
H: -1.6044 -1.0391 1.6954
H: -2.1537 -2.7050 1.4623

Properties
HOMO level = -6.8 eV
ΔE to the lowest compared entry with this formula, charge and spin = 0.0 kJ/mol
Frontier orbital gap = 7.29 eV


[3]
ORCA calculation (ωB97M-V/def2-TZVPD) on a 3-piece molecular cluster, C27H56BClNO14P2S2 overall in a non-equilibrium geometry.

Geometry (Å):
C: 5.7023 -0.1591 -0.8081
C: 4.7112 0.2238 -0.2549
C: 3.5093 0.8658 0.2447
Cl: 3.8712 1.3287 1.9628
C: 3.2045 2.2196 -0.4653
C: 3.4173 2.2550 -1.9911
C: 3.4223 3.6884 -2.4905
C: 4.4807 4.1660 -3.1743
O: 1.9455 2.7477 -0.1241
C: 0.8697 1.8631 -0.4036
C: -0.4109 2.6390 -0.1127
C: -1.6087 2.1841 -0.9722
C: -2.2798 3.3474 -1.7014
S: -3.6190 2.6279 -2.6181
O: -4.4366 1.8688 -1.7233
O: -3.0800 1.8709 -3.7096
O: -4.4325 3.8673 -3.1596
C: 1.0115 0.6197 0.4866
C: -0.2021 -0.3085 0.4985
C: -1.2552 0.0350 1.5899
O: -1.3341 -1.0110 2.5478
N: 2.3218 -0.1118 0.2376
S: 2.5860 -1.1892 1.7059
B: 2.3389 -1.0874 -1.0141
C: 1.6498 -0.7822 -2.3807
O: 2.9554 -2.2826 -0.8291
H: 6.5130 -0.6850 -1.2607
H: 3.9252 2.9196 -0.0478
H: 2.6186 1.7784 -2.5562
H: 4.3708 1.8345 -2.3004
H: 2.5616 4.3302 -2.3207
H: 5.4987 4.0585 -2.8045
H: 4.3696 4.6511 -4.1398
H: 0.8675 1.6179 -1.4689
H: -0.6718 2.6443 0.9427
H: -0.2027 3.6732 -0.3923
H: -2.3795 1.6821 -0.3914
H: -1.2750 1.4702 -1.7293
H: -2.6766 4.0681 -0.9851
H: -1.6327 3.8453 -2.4226
H: -4.9777 3.5458 -3.8968
H: 1.1112 1.0312 1.4942
H: 0.0338 -1.3576 0.6714
H: -0.7370 -0.2727 -0.4522
H: -0.9424 0.9291 2.1349
H: -2.2343 0.1696 1.1424
H: -0.6437 -0.8917 3.2054
H: 1.7692 -2.2058 1.3762
H: 1.4598 -1.7352 -2.8770
H: 0.6721 -0.3192 -2.2460
H: 2.2794 -0.2035 -3.0577
H: 3.7444 -2.3096 -1.3894
O: 1.8354 -8.3958 -3.7633
P: 1.7997 -6.9783 -4.1582
O: 0.5476 -6.7269 -5.1388
C: -0.7556 -7.1597 -4.7439
C: -1.3646 -6.2457 -3.6974
O: 3.0136 -6.7813 -5.1981
C: 3.9542 -7.8275 -5.4604
C: 3.5432 -8.6385 -6.6702
O: 1.9938 -5.4703 -3.5857
C: 1.8386 -5.1443 -2.1966
C: 2.3364 -6.2217 -1.2538
H: -0.7190 -8.1901 -4.3835
H: -1.3660 -7.1508 -5.6458
H: -0.8369 -6.3422 -2.7431
H: -2.4109 -6.4986 -3.5264
H: -1.3001 -5.2038 -4.0140
H: 4.0837 -8.4618 -4.5844
H: 4.9122 -7.3399 -5.6483
H: 2.5282 -9.0202 -6.5610
H: 4.2204 -9.4804 -6.8177
H: 3.5598 -8.0173 -7.5666
H: 0.7880 -4.9111 -1.9940
H: 2.4048 -4.2289 -2.0349
H: 1.7191 -7.1211 -1.3190
H: 2.3023 -5.8713 -0.2218
H: 3.3615 -6.5059 -1.4963
O: -4.8694 4.3358 5.1371
P: -3.4612 4.2321 5.5522
O: -2.6735 5.5669 5.1130
C: -3.1938 6.8460 5.4876
C: -2.9456 7.1530 6.9516
O: -2.7919 3.1770 4.5165
C: -3.5846 2.4630 3.5745
C: -3.6195 3.1879 2.2431
O: -2.5108 3.7310 6.7518
C: -2.9809 3.6253 8.1142
C: -4.4190 3.1632 8.2221
H: -4.2596 6.9031 5.2550
H: -2.6835 7.5775 4.8621
H: -3.5537 6.5076 7.5925
H: -3.2060 8.1869 7.1776
H: -1.8985 6.9885 7.2069
H: -4.5894 2.2881 3.9557
H: -3.1167 1.4827 3.4508
H: -3.9542 4.2176 2.3659
H: -4.2873 2.6824 1.5416
H: -2.6174 3.2256 1.8073
H: -2.8424 4.5842 8.6183
H: -2.3243 2.9093 8.6066
H: -5.1075 3.9141 7.8247
H: -4.6848 2.9895 9.2641
H: -4.5739 2.2405 7.6605

Properties
HOMO level = -11.4 eV
ΔE to the lowest compared entry with this formula, charge and spin = 0.0 kJ/mol
Total charge = +1
Frontier orbital gap = 7.60 eV